C5H13N | wB97M-V/def2-TZVPD

## Properties
HOMO-LUMO gap = 10.1 eV
charge = 0
electronic energy = -6884.683 eV
LUMO energy = 1.2 eV
energy relative to the best compared isomer or geometry (same formula, charge and spin) = 146.1 kJ/mol
SMILES string = CCCCNC

Atoms and positions in Å:
C -0.99909 1.31279 -1.89728
C 0.47421 1.21580 -1.54594
C 0.81591 -0.06278 -0.81166
C 0.26318 -0.13220 0.57180
N 0.61770 -1.34250 1.30353
C -0.36562 -1.71687 2.40849
H -1.34555 1.23102 -2.84984
H -1.34805 2.36366 -1.52001
H -1.54164 0.55058 -1.29926
H 1.06092 1.33210 -2.47178
H 0.82950 2.14343 -0.92095
H 0.46461 -0.91185 -1.48069
H 1.87923 -0.18142 -0.75727
H 0.51261 0.71805 1.15107
H -0.86614 -0.06759 0.46427
H 1.53718 -1.02123 1.74403
H 0.07502 -2.22670 3.28161
H -0.97238 -0.79719 2.64011
H -1.09160 -2.40710 1.98977